A cluster of 15 separate species, C45H120O45S15 in total at a distorted geometry, computed with wB97M-V/def2-TZVPD.

Computed properties:
DFT total energy	-303269.2420	eV
ΔE to the lowest compared entry with this formula, charge and spin	25.8	kcal per mole
molecular weight	1862.415	g/mol
F_max	4.05	eV/A
frontier orbital gap	10.7	eV

Bonds (Å) are listed after each position.
Atoms and positions in Å:
1 O 6.171 -1.680 -7.081  S2 1.447
2 S 4.756 -1.550 -7.351  O1 1.447, O3 1.434, O4 1.590, C7 1.782
3 O 4.327 -1.391 -8.709  S2 1.434
4 O 4.058 -2.848 -6.754  S2 1.590, C5 1.523
5 C 2.541 -2.835 -6.628  O4 1.523, C6 1.531, H8 1.069, H9 1.108
6 C 1.990 -4.244 -6.862  C5 1.531, H10 1.076, H11 1.098, H12 1.140
7 C 4.103 -0.250 -6.320  S2 1.782, H13 1.075, H14 1.110, H15 1.097
8 H 2.211 -2.085 -7.315  C5 1.069
9 H 2.339 -2.497 -5.593  C5 1.108
10 H 2.047 -4.538 -7.895  C6 1.076
11 H 0.955 -4.250 -6.493  C6 1.098
12 H 2.460 -4.966 -6.115  C6 1.140
13 H 4.584 0.626 -6.717  C7 1.075
14 H 4.201 -0.393 -5.224  C7 1.110
15 H 3.069 -0.070 -6.636  C7 1.097
16 O 4.677 2.631 1.163  S17 1.459
17 S 5.189 1.357 1.657  O16 1.459, O18 1.465, O19 1.593, C22 1.796
18 O 5.409 1.238 3.101  S17 1.465
19 O 4.268 0.215 1.035  S17 1.593, C20 1.462
20 C 3.987 -0.885 1.955  O19 1.462, C21 1.571, H23 1.117, H24 1.123
21 C 2.783 -0.533 2.900  C20 1.571, H25 1.070, H26 1.097, H27 1.080
22 C 6.781 1.034 0.891  S17 1.796, H28 1.079, H29 1.100, H30 1.142
23 H 4.899 -0.974 2.594  C20 1.117
24 H 3.923 -1.838 1.365  C20 1.123
25 H 2.756 0.505 3.157  C21 1.070
26 H 2.951 -1.092 3.829  C21 1.097
27 H 1.898 -1.035 2.538  C21 1.080
28 H 6.778 1.268 -0.161  C22 1.079
29 H 7.031 -0.037 0.906  C22 1.100
30 H 7.576 1.690 1.381  C22 1.142
31 O 2.006 3.293 2.680  S32 1.482
32 S 2.124 4.698 3.139  O31 1.482, O33 1.428, O34 1.606, C37 1.788
33 O 0.969 5.435 3.543  S32 1.428
34 O 3.189 4.747 4.339  S32 1.606, C35 1.455
35 C 4.545 4.315 4.038  O34 1.455, C36 1.525, H38 1.114, H39 1.097
36 C 5.146 3.650 5.272  C35 1.525, H40 1.095, H41 1.073, H42 1.121
37 C 2.817 5.685 1.818  S32 1.788, H43 1.124, H44 1.064, H45 1.095
38 H 5.022 5.299 3.824  C35 1.114
39 H 4.589 3.756 3.095  C35 1.097
40 H 4.683 2.669 5.421  C36 1.095
41 H 4.855 4.233 6.124  C36 1.073
42 H 6.246 3.443 5.325  C36 1.121
43 H 2.930 6.775 2.070  C37 1.124
44 H 2.075 5.538 1.070  C37 1.064
45 H 3.754 5.272 1.430  C37 1.095
46 O 2.491 -2.299 -2.957  S47 1.421
47 S 1.755 -3.502 -2.789  O46 1.421, O48 1.439, O49 1.565, C52 1.765
48 O 0.773 -3.836 -3.787  S47 1.439
49 O 2.809 -4.653 -2.677  S47 1.565, C50 1.425
50 C 2.318 -5.990 -2.716  O49 1.425, C51 1.523, H53 1.053, H54 1.073
51 C 3.226 -6.829 -1.828  C50 1.523, H55 1.110, H56 1.083, H57 1.122
52 C 0.930 -3.405 -1.231  S47 1.765, H58 1.063, H59 1.136, H60 1.120
53 H 2.305 -6.166 -3.755  C50 1.053
54 H 1.275 -6.008 -2.464  C50 1.073
55 H 3.121 -6.311 -0.853  C51 1.110
56 H 4.287 -6.750 -2.028  C51 1.083
57 H 2.806 -7.870 -1.825  C51 1.122
58 H 0.086 -4.050 -1.222  C52 1.063
59 H 0.355 -2.433 -1.353  C52 1.136
60 H 1.627 -3.400 -0.354  C52 1.120
61 O -1.411 -1.154 5.148  S62 1.410
62 S -1.672 -2.194 6.064  O61 1.410, O63 1.409, O64 1.555, C67 1.774
63 O -1.096 -3.472 5.926  S62 1.409
64 O -1.474 -1.650 7.507  S62 1.555, C65 1.481
65 C -1.716 -0.212 7.768  O64 1.481, C66 1.558, H68 1.092, H69 1.029
66 C -0.789 0.147 8.969  C65 1.558, H70 1.067, H71 1.123, H72 1.097
67 C -3.438 -2.341 5.982  S62 1.774, H73 1.040, H74 1.124, H75 1.049
68 H -2.713 -0.041 8.180  C65 1.092
69 H -1.482 0.318 6.917  C65 1.029
70 H -1.000 1.158 9.240  C66 1.067
71 H 0.238 0.003 8.538  C66 1.123
72 H -0.900 -0.557 9.803  C66 1.097
73 H -3.822 -3.022 6.668  C67 1.040
74 H -3.815 -2.587 4.952  C67 1.124
75 H -3.855 -1.418 6.255  C67 1.049
76 O 0.962 6.108 -0.540  S77 1.486
77 S -0.495 5.928 -0.771  O76 1.486, O78 1.453, O79 1.614, C82 1.733
78 O -1.277 6.748 -1.681  S77 1.453
79 O -0.717 4.393 -1.218  S77 1.614, C80 1.457
80 C -1.978 3.932 -1.784  O79 1.457, C81 1.461, H83 1.078, H84 1.104
81 C -1.590 3.220 -2.999  C80 1.461, H85 1.114, H86 1.124, H87 1.078
82 C -1.222 5.854 0.800  S77 1.733, H88 1.110, H89 1.059, H90 1.082
83 H -2.640 4.767 -1.946  C80 1.078
84 H -2.492 3.283 -1.055  C80 1.104
85 H -2.431 2.610 -3.399  C81 1.114
86 H -0.774 2.495 -2.729  C81 1.124
87 H -1.177 3.935 -3.693  C81 1.078
88 H -2.259 5.489 0.647  C82 1.110
89 H -1.236 6.830 1.210  C82 1.059
90 H -0.737 5.179 1.493  C82 1.082
91 O 1.548 -5.353 1.378  S92 1.417
92 S 0.917 -4.441 2.261  O91 1.417, O93 1.434, O94 1.568, C97 1.755
93 O 1.258 -3.052 2.157  S92 1.434
94 O -0.624 -4.675 2.090  S92 1.568, C95 1.434
95 C -1.546 -3.693 2.584  O94 1.434, C96 1.458, H98 1.110, H99 1.099
96 C -2.080 -2.876 1.500  C95 1.458, H100 1.107, H101 1.077, H102 1.098
97 C 1.118 -5.023 3.904  S92 1.755, H103 1.090, H104 1.123, H105 1.089
98 H -1.020 -3.002 3.274  C95 1.110
99 H -2.308 -4.221 3.174  C95 1.099
100 H -2.707 -3.400 0.753  C96 1.107
101 H -1.231 -2.453 0.991  C96 1.077
102 H -2.738 -2.115 1.938  C96 1.098
103 H 0.297 -4.532 4.427  C97 1.090
104 H 2.136 -4.913 4.363  C97 1.123
105 H 0.982 -6.098 3.786  C97 1.089
106 O -4.809 4.912 0.473  S107 1.429
107 S -5.789 3.873 0.498  O106 1.429, O108 1.456, O109 1.607, C112 1.715
108 O -6.236 3.378 1.793  S107 1.456
109 O -7.056 4.223 -0.427  S107 1.607, C110 1.483
110 C -8.083 5.103 0.183  O109 1.483, C111 1.539, H113 1.083, H114 1.087
111 C -7.694 6.577 0.387  C110 1.539, H115 1.085, H116 1.073, H117 1.077
112 C -5.200 2.519 -0.375  S107 1.715, H118 1.090, H119 1.078, H120 1.117
113 H -8.360 4.621 1.112  C110 1.083
114 H -8.897 4.957 -0.523  C110 1.087
115 H -8.481 6.947 1.035  C111 1.085
116 H -7.521 7.013 -0.578  C111 1.073
117 H -6.764 6.663 0.924  C111 1.077
118 H -4.266 2.293 0.139  C112 1.090
119 H -5.018 2.852 -1.385  C112 1.078
120 H -5.844 1.618 -0.230  C112 1.117
121 O -3.546 -2.362 -3.752  S122 1.454
122 S -2.583 -2.120 -2.691  O121 1.454, O123 1.427, O124 1.563, C127 1.817
123 O -1.955 -3.223 -2.037  S122 1.427
124 O -1.513 -1.090 -3.179  S122 1.563, C125 1.509
125 C -1.129 -1.280 -4.626  O124 1.509, C126 1.483, H128 1.089, H129 1.096
126 C 0.160 -0.618 -4.946  C125 1.483, H130 1.113, H131 1.130, H132 1.105
127 C -3.353 -1.090 -1.407  S122 1.817, H133 1.098, H134 1.125, H135 1.075
128 H -1.924 -0.924 -5.280  C125 1.089
129 H -0.947 -2.351 -4.767  C125 1.096
130 H 0.258 -0.805 -6.038  C126 1.113
131 H 0.920 -1.188 -4.334  C126 1.130
132 H 0.188 0.478 -4.805  C126 1.105
133 H -2.543 -0.522 -0.931  C127 1.098
134 H -3.983 -1.755 -0.753  C127 1.125
135 H -4.086 -0.520 -1.949  C127 1.075
136 O 8.054 -0.013 -2.172  S137 1.406
137 S 7.654 -0.365 -3.474  O136 1.406, O138 1.428, O139 1.526, C142 1.764
138 O 6.995 0.545 -4.355  S137 1.428
139 O 8.942 -0.811 -4.159  S137 1.526, C140 1.429
140 C 9.031 -1.235 -5.521  O139 1.429, C141 1.556, H143 1.114, H144 1.127
141 C 9.059 -2.789 -5.591  C140 1.556, H145 1.089, H146 1.104, H147 1.064
142 C 6.742 -1.867 -3.329  S137 1.764, H148 1.083, H149 1.089, H150 1.085
143 H 9.989 -0.814 -5.903  C140 1.114
144 H 8.197 -0.818 -6.154  C140 1.127
145 H 8.356 -3.243 -4.895  C141 1.089
146 H 10.058 -3.211 -5.388  C141 1.104
147 H 8.931 -3.015 -6.623  C141 1.064
148 H 6.312 -2.018 -4.311  C142 1.083
149 H 5.898 -1.665 -2.671  C142 1.089
150 H 7.389 -2.646 -2.940  C142 1.085
151 O -3.978 1.523 5.493  S152 1.445
152 S -3.328 2.808 5.599  O151 1.445, O153 1.452, O154 1.536, C157 1.782
153 O -3.357 3.556 6.844  S152 1.452
154 O -1.867 2.548 5.202  S152 1.536, C155 1.450
155 C -0.888 3.615 5.122  O154 1.450, C156 1.555, H158 1.047, H159 1.096
156 C 0.384 3.081 5.840  C155 1.555, H160 1.115, H161 1.045, H162 1.069
157 C -3.961 3.863 4.311  S152 1.782, H163 1.087, H164 1.101, H165 1.111
158 H -1.289 4.466 5.582  C155 1.047
159 H -0.727 3.813 4.056  C155 1.096
160 H -0.005 2.202 6.404  C156 1.115
161 H 0.793 3.765 6.516  C156 1.045
162 H 1.057 2.730 5.088  C156 1.069
163 H -4.075 3.266 3.410  C157 1.087
164 H -3.275 4.708 4.144  C157 1.101
165 H -4.936 4.265 4.661  C157 1.111
166 O -5.803 -2.414 2.641  S167 1.408
167 S -6.207 -1.132 2.222  O166 1.408, O168 1.437, O169 1.563, C172 1.729
168 O -5.867 -0.677 0.903  S167 1.437
169 O -7.768 -1.168 2.296  S167 1.563, C170 1.393
170 C -8.706 -0.277 1.780  O169 1.393, C171 1.515, H173 1.123, H174 1.112
171 C -10.148 -0.731 1.885  C170 1.515, H175 1.058, H176 1.087, H177 1.158
172 C -5.685 0.030 3.390  S167 1.729, H178 1.095, H179 1.113, H180 1.143
173 H -8.508 -0.148 0.682  C170 1.123
174 H -8.470 0.750 2.134  C170 1.112
175 H -10.393 -1.644 1.409  C171 1.058
176 H -10.781 0.052 1.476  C171 1.087
177 H -10.529 -0.825 2.974  C171 1.158
178 H -6.293 0.938 3.452  C172 1.095
179 H -4.733 0.430 2.975  C172 1.113
180 H -5.495 -0.480 4.396  C172 1.143
181 O 1.327 2.048 -3.231  S182 1.486
182 S 2.668 2.646 -2.999  O181 1.486, O183 1.440, O184 1.555, C187 1.773
183 O 3.898 1.901 -3.062  S182 1.440
184 O 2.812 3.773 -4.061  S182 1.555, C185 1.428
185 C 1.717 4.666 -4.272  O184 1.428, C186 1.541, H188 1.088, H189 1.117
186 C 2.175 5.614 -5.398  C185 1.541, H190 1.100, H191 1.113, H192 1.113
187 C 2.714 3.632 -1.526  S182 1.773, H193 1.100, H194 1.092, H195 1.073
188 H 1.495 5.274 -3.398  C185 1.088
189 H 0.786 4.104 -4.524  C185 1.117
190 H 3.045 6.171 -5.020  C186 1.100
191 H 1.398 6.379 -5.617  C186 1.113
192 H 2.532 5.058 -6.293  C186 1.113
193 H 3.427 4.466 -1.617  C187 1.100
194 H 3.181 2.997 -0.770  C187 1.092
195 H 1.683 3.810 -1.287  C187 1.073
196 O -0.616 -6.867 -4.732  S197 1.422
197 S -1.715 -7.137 -3.870  O196 1.422, O198 1.431, O199 1.564, C202 1.791
198 O -2.379 -8.405 -3.899  S197 1.431
199 O -1.167 -6.988 -2.413  S197 1.564, C200 1.495
200 C -1.846 -7.585 -1.223  O199 1.495, C201 1.545, H203 1.136, H204 1.074
201 C -3.103 -6.908 -0.631  C200 1.545, H205 1.098, H206 1.116, H207 1.089
202 C -2.830 -5.747 -4.054  S197 1.791, H208 1.045, H209 1.104, H210 1.080
203 H -0.953 -7.481 -0.529  C200 1.136
204 H -1.847 -8.633 -1.454  C200 1.074
205 H -3.968 -7.029 -1.296  C201 1.098
206 H -2.915 -5.833 -0.397  C201 1.116
207 H -3.287 -7.459 0.290  C201 1.089
208 H -2.989 -5.532 -5.064  C202 1.045
209 H -2.287 -4.868 -3.664  C202 1.104
210 H -3.749 -5.869 -3.500  C202 1.080
211 O -1.618 2.634 1.790  S212 1.412
212 S -1.586 1.238 1.578  O211 1.412, O213 1.444, O214 1.599, C217 1.852
213 O -2.855 0.551 1.620  S212 1.444
214 O -0.855 0.863 0.206  S212 1.599, C215 1.480
215 C 0.474 1.497 0.062  O214 1.480, C216 1.460, H218 1.079, H219 1.070
216 C 1.265 0.359 -0.399  C215 1.460, H220 1.099, H221 1.151, H222 1.079
217 C -0.429 0.450 2.791  S212 1.852, H223 1.074, H224 1.120, H225 1.098
218 H 0.783 1.829 1.041  C215 1.079
219 H 0.363 2.320 -0.612  C215 1.070
220 H 0.917 -0.064 -1.351  C216 1.099
221 H 1.224 -0.434 0.435  C216 1.151
222 H 2.299 0.665 -0.411  C216 1.079
223 H 0.512 0.945 2.640  C217 1.074
224 H -0.466 -0.650 2.582  C217 1.120
225 H -0.776 0.689 3.805  C217 1.098